19
Properties=species:S:1:pos:R:3 method="wB97M-V/def2-TZVPD" spin_multiplicity=2 max_force_ev_per_a=1.249 homo_lumo_gap_ev="3.10 / 7.58" total_charge=-1 molar_mass_g_mol=96.17 e_lumo_ev="4.24 / 4.12" relative_energy_kcal_mol=25.4
C 0.1899 1.2236 -1.9352
C 0.3129 1.7641 -0.5220
C -0.5223 1.0461 0.5607
C -0.5884 -0.4870 0.5618
C -1.6207 -1.0724 1.2783
C 1.5916 -1.5870 0.5306
C 0.4508 -1.2812 -0.0904
H 0.2532 0.1408 -1.9708
H -0.7816 1.5108 -2.3292
H 0.9827 1.5581 -2.6135
H 0.1016 2.8389 -0.4975
H 1.3513 1.7687 -0.1918
H -0.0101 1.3233 1.5041
H -1.5505 1.4074 0.5186
H -2.3208 -0.5265 1.8950
H -1.9079 -2.0964 1.0519
H 1.7403 -1.2603 1.5561
H 2.4107 -2.1001 0.0336
H 0.1715 -1.7398 -1.0674